Arrangement 1

Here is C3H7NO2 in the gas phase from the Open Molecules 2025 dataset. Energies are from the ωB97M-V functional and the def2-TZVPD basis.

Output
SMILES string: C[C@@H](O)C(N)=O
orbital gap: 0.3854 Eh
E_HOMO: -0.3591 Eh
lowest unoccupied orbital energy: 0.716 eV

Element x y z (Å)
C -0.46105 -1.35203 -0.04358
C 0.59112 -0.23550 0.12067
O 1.12405 0.16972 -1.13245
C -0.22928 0.90823 0.69840
N -0.97818 1.53118 -0.24875
O -0.33787 1.09807 1.89438
H -0.66874 -1.80979 0.92758
H -0.13046 -2.11513 -0.75315
H -1.39785 -0.92342 -0.43374
H 1.39249 -0.48762 0.83664
H 1.71748 -0.52821 -1.43568
H -0.75860 1.40809 -1.22354
H -1.78287 2.06114 0.03521

---

Arrangement 2

Here is C3H7NO2 in the gas phase from the Open Molecules 2025 dataset. Energies are from the ωB97M-V functional and the def2-TZVPD basis.

Output
orbital gap: 0.3499 Eh
E_HOMO: -0.3170 Eh
lowest unoccupied orbital energy: 0.895 eV

Element x y z (Å)
O 1.10248 -0.93123 -0.99246
C 0.60799 0.36988 -1.24468
C -0.67479 0.68783 -0.49890
O -0.41847 1.08716 0.85104
C -0.13222 0.27632 1.84218
N -0.15448 -1.07035 1.65706
H 1.57282 -0.93084 -0.14846
H 1.35286 1.14354 -1.00926
H 0.39927 0.41833 -2.31694
H -1.15668 1.56716 -0.92934
H -1.37454 -0.15601 -0.54948
H -0.66631 -0.95495 2.57736
H -0.45793 -1.50685 0.76187

---

Arrangement 3

Here is a molecular structure, C3H7NO2 from the Open Molecules 2025 dataset. Energies are from the ωB97M-V functional and the def2-TZVPD basis.

Output
orbital gap: 0.3736 Eh
E_HOMO: -0.3567 Eh
lowest unoccupied orbital energy: 0.462 eV

Element x y z (Å)
C -0.42502 -0.20752 1.99237
C 0.65459 -0.61847 1.06619
C -0.79485 0.64707 0.83403
N 0.04682 0.16575 -0.00367
O 1.80605 -1.24591 -3.45821
O 0.62084 -0.59872 -2.72806
H -1.08345 -1.02158 2.26699
H -0.08711 0.22504 2.99507
H 1.59715 -0.14748 1.51447
H 0.88117 -1.66961 0.85073
H -1.54776 1.40697 0.70686
H -0.18993 -0.35815 -3.32997
H 2.09366 -2.09988 -3.71650

---

Arrangement 4

Here is 2 unconnected molecules or ions with the total composition C3H7NO2 from the Open Molecules 2025 dataset. Energies are from the ωB97M-V functional and the def2-TZVPD basis.

Output
SMILES string: CC(=O)O.C=N
orbital gap: 0.3637 Eh
E_HOMO: -0.3631 Eh
lowest unoccupied orbital energy: 0.015 eV

Element x y z (Å)
C 1.38033 -1.23646 -0.43488
C 0.01175 -1.18140 0.24582
O -0.26060 -1.82071 1.22286
O -0.84018 -0.37686 -0.39792
H 1.76555 -2.25568 -0.39593
H 1.23149 -0.92338 -1.46281
H 2.09095 -0.61354 0.11332
H -0.69464 0.64641 -0.40567
C 0.23398 2.17838 0.13226
N -0.85057 2.16520 -0.53573
H 0.17576 1.88039 1.17678
H 1.12574 2.70098 -0.20928
H -0.72905 2.71628 -1.38524

---

Most stable: arrangement 1. Least stable: arrangement 3.

---

Arrangement 1

Here is 2 unconnected molecules or ions with the total composition C3H6N2 from the Open Molecules 2025 dataset. Energies are from the ωB97M-V functional and the def2-TZVPD basis.

Output
orbital gap (spin up / spin down): 0.2796 / 0.3149 Eh
E_HOMO (spin up / spin down): -0.2797 / -0.3229 Eh
lowest unoccupied orbital energy (spin up / spin down): -0.002 / -0.218 eV

Element x y z (Å)
C 1.06332 0.47615 -0.53739
C -0.16850 0.18621 -1.10764
C -0.94293 -0.35574 1.34616
N 2.09680 -0.25010 -0.50170
N -1.11157 0.07816 -1.86190
H 0.77800 1.48656 -0.09408
H -0.27241 -1.12317 0.89282
H -0.39984 0.25559 1.95870
H -2.02484 -0.48415 1.41930
H 2.93967 0.04746 -0.04720
H -1.95770 -0.31697 -1.46708

---

Arrangement 2

Here is C3H6N2 in the gas phase from the Open Molecules 2025 dataset. Energies are from the ωB97M-V functional and the def2-TZVPD basis.

Output
SMILES string: C1=NCCN1
orbital gap: 0.3480 Eh
E_HOMO: -0.3118 Eh
lowest unoccupied orbital energy: 0.985 eV

Element x y z (Å)
C 0.69491 1.11012 0.55639
N -0.21342 1.39161 -0.31909
C -0.77941 0.12206 -0.87610
C -0.25130 -0.96965 0.12290
N 0.81912 -0.23775 0.82154
H 1.32629 1.88339 0.95951
H -1.88506 0.20821 -0.68238
H -0.55254 0.10758 -1.96875
H -1.16227 -1.24114 0.73481
H 0.07420 -1.83356 -0.41618
H 1.92949 -0.54087 1.06734

---

Arrangement 3

Here is 2 unconnected molecules or ions with the total composition C3H6N2 from the Open Molecules 2025 dataset. Energies are from the ωB97M-V functional and the def2-TZVPD basis.

Output
orbital gap: 0.2935 Eh
E_HOMO: -0.2761 Eh
lowest unoccupied orbital energy: 0.474 eV

Element x y z (Å)
C -1.45429 -0.60413 0.20841
C 1.51551 0.00020 -0.24163
C 2.72815 -0.01171 0.14924
N -2.30471 0.49266 -0.04879
N 0.32907 0.12375 -0.42390
H -1.77243 -1.51295 -0.47061
H 3.06373 0.83688 0.64278
H 3.47342 -0.39459 -0.54256
H -2.39561 0.75292 -1.05424
H -1.98043 1.17441 0.60632
H -1.20240 -0.85745 1.17496

---

Arrangement 4

Here is C3H6N2 in the gas phase from the Open Molecules 2025 dataset. Energies are from the ωB97M-V functional and the def2-TZVPD basis.

Output
SMILES string: C=C/C=N/N
orbital gap: 0.3284 Eh
E_HOMO: -0.2956 Eh
lowest unoccupied orbital energy: 0.892 eV

Element x y z (Å)
C 2.26034 0.17860 -0.60965
C 1.11328 0.26624 0.15594
C -0.36785 0.22093 -0.26590
N -1.22998 0.15022 0.75442
N -2.45597 -0.25774 0.53963
H 3.32890 0.25968 -0.21102
H 2.31709 -0.28834 -1.59390
H 1.31156 0.63957 1.17730
H -0.61048 0.00525 -1.30018
H -2.64742 -0.99446 -0.10616
H -3.01947 -0.17996 1.45955

---

Most stable: arrangement 2. Least stable: arrangement 1.

---

Arrangement 1

Here is C3H6N2 in the gas phase from the Open Molecules 2025 dataset. Energies are from the ωB97M-V functional and the def2-TZVPD basis.

Output
SMILES string: C#CNCN
orbital gap: 0.3542 Eh
E_HOMO: -0.3151 Eh
lowest unoccupied orbital energy: 1.063 eV

Element x y z (Å)
C -1.09298 -1.05941 -2.28649
C -0.79706 -0.33147 -1.37979
N -0.39011 0.47274 -0.38922
C 0.30690 -0.12267 0.72999
N 0.85124 0.95917 1.52434
H -1.35149 -1.65592 -3.10634
H -1.07350 1.16255 -0.10048
H 1.06379 -0.81208 0.31348
H -0.36239 -0.70876 1.38528
H 1.51036 1.49769 0.97171
H 1.33525 0.59816 2.33751

---

Arrangement 2

Here is C3H6N2 in the gas phase from the Open Molecules 2025 dataset. Energies are from the ωB97M-V functional and the def2-TZVPD basis.

Output
SMILES string: CNCC#N
orbital gap: 0.3749 Eh
E_HOMO: -0.3411 Eh
lowest unoccupied orbital energy: 0.919 eV

Element x y z (Å)
C -0.87840 0.73476 -0.99880
N -0.18793 0.67634 0.25173
C 0.12308 -0.59780 0.84518
C 1.52829 -1.07121 0.61415
N 2.61667 -1.37404 0.36026
H -0.28035 0.39249 -1.85293
H -1.20788 1.76822 -1.13762
H -1.78212 0.11747 -0.91115
H 0.59987 1.29484 0.37344
H -0.12774 -0.33278 1.86132
H -0.53525 -1.41869 0.52387

---

Most stable: arrangement 2. Least stable: arrangement 1.

---

Arrangement 1

Here is C3H6N2 in the gas phase from the Open Molecules 2025 dataset. Energies are from the ωB97M-V functional and the def2-TZVPD basis.

Output
SMILES string: CN=C=NC
orbital gap: 0.3503 Eh
E_HOMO: -0.3198 Eh
lowest unoccupied orbital energy: 0.830 eV

Element x y z (Å)
C 1.12617 1.11619 1.99235
N 0.48209 0.04053 1.39004
C 0.08491 -0.39878 0.30587
N -0.59136 -0.68267 -0.67787
C -0.84220 -1.30160 -1.98590
H 0.43591 2.13765 1.96067
H 1.40921 0.90103 3.11788
H 2.14855 1.39330 1.46091
H -0.73931 -2.44925 -1.74720
H -1.87451 -0.93875 -2.22814
H -0.14625 -1.15486 -2.78575

---

Arrangement 2

Here is C3H6N2 in the gas phase from the Open Molecules 2025 dataset. Energies are from the ωB97M-V functional and the def2-TZVPD basis.

Output
SMILES string: C=N/N=C\C
orbital gap: 0.3793 Eh
E_HOMO: -0.3447 Eh
lowest unoccupied orbital energy: 0.941 eV

Element x y z (Å)
C 0.72253 -1.43005 -1.71908
N -0.00062 -0.72595 -0.89281
N 0.66711 -0.67379 0.37178
C 0.22339 0.27035 1.10584
C -0.88281 1.23007 0.83213
H 0.30300 -1.61475 -2.70910
H 1.69330 -1.85697 -1.39485
H 0.77171 0.34739 2.06386
H -1.38879 1.01747 -0.10829
H -0.47183 2.25060 0.80346
H -1.63700 1.18563 1.64706

---

Arrangement 3

Here is C3H6N2 in the gas phase from the Open Molecules 2025 dataset. Energies are from the ωB97M-V functional and the def2-TZVPD basis.

Output
SMILES string: C=C=NNC
orbital gap: 0.3643 Eh
E_HOMO: -0.3247 Eh
lowest unoccupied orbital energy: 1.077 eV

Element x y z (Å)
C -1.91431 1.81331 0.09634
C -1.26779 0.69198 -0.07305
N -0.64940 -0.35877 -0.26162
N 0.65072 -0.33510 0.36283
C 1.55522 -1.25498 -0.30935
H -2.53233 1.97631 0.97017
H -1.78527 2.61117 -0.62587
H 0.48496 -0.65804 1.31171
H 1.25815 -2.31179 -0.26711
H 2.53823 -1.13566 0.15477
H 1.65117 -0.96041 -1.35672

---

Arrangement 4

Here is C3H6N2 in the gas phase from the Open Molecules 2025 dataset. Energies are from the ωB97M-V functional and the def2-TZVPD basis.

Output
SMILES string: NC1=CNC1
orbital gap: 0.3163 Eh
E_HOMO: -0.2803 Eh
lowest unoccupied orbital energy: 0.979 eV

Element x y z (Å)
N -1.76409 0.07638 -0.18674
C -0.39314 0.10321 0.02522
C 0.54317 1.07051 0.19517
N 1.73687 0.34373 0.07156
C 0.53152 -1.03126 -0.01795
H -2.26278 -0.65296 0.30243
H -2.22270 0.97153 -0.10320
H 0.50168 2.08738 0.55804
H 2.01421 0.23801 -0.89908
H 0.49237 -1.71753 -0.86610
H 0.82289 -1.48901 0.92065

---

Most stable: arrangement 2. Least stable: arrangement 4.

---

Arrangement 1

Here is C4H4O4 in the gas phase from the Open Molecules 2025 dataset. Energies are from the ωB97M-V functional and the def2-TZVPD basis.

Output
SMILES string: O=CC(O)(C=O)C=O
orbital gap: 0.3562 Eh
E_HOMO: -0.3723 Eh
lowest unoccupied orbital energy: -0.440 eV

Element x y z (Å)
O 0.73550 2.29364 0.39213
C 0.20247 1.29489 0.78206
C 0.03186 -0.17663 0.16792
O -0.37466 -0.80105 1.22702
C -0.91150 0.09738 -0.92120
O -2.04196 -0.43531 -0.94596
C 1.32132 -0.98563 -0.48845
O 1.48614 -0.51062 -1.59971
H -0.52065 1.07067 1.88190
H -1.16662 -1.12278 1.11750
H -0.68649 0.98906 -1.56750
H 1.92459 -1.71362 -0.04571

---

Arrangement 2

Here is a molecular structure, C4H4O4 from the Open Molecules 2025 dataset. Energies are from the ωB97M-V functional and the def2-TZVPD basis.

Output
orbital gap: 0.3832 Eh
E_HOMO: -0.4042 Eh
lowest unoccupied orbital energy: -0.571 eV

Element x y z (Å)
C -1.04083 -0.41441 -0.79745
C -0.12843 0.69654 -0.76645
C 1.13764 0.88425 0.00908
C 1.76391 -0.16612 0.88500
H -0.77600 -0.57441 1.03060
H -0.07892 1.26292 -1.60581
H 1.97723 1.41747 -0.32902
H 2.93753 0.00892 0.87767
O -1.78109 -0.71623 0.34811
O -1.14941 -0.90947 -1.85840
O -0.04718 1.57406 0.44553
O 1.17099 -0.96292 1.57045

---

Most stable: arrangement 2. Least stable: arrangement 1.

---

Arrangement 1

Here is C4H4N2O in the gas phase from the Open Molecules 2025 dataset. Energies are from the ωB97M-V functional and the def2-TZVPD basis.

Output
SMILES string: N=C=C/N=C\C=O
orbital gap: 0.3167 Eh
E_HOMO: -0.3318 Eh
lowest unoccupied orbital energy: -0.411 eV

Element x y z (Å)
N -1.14648 -1.63882 1.12725
C -1.22411 -0.75760 0.28350
C -1.31882 0.25341 -0.56867
N -0.26025 0.90125 -1.22228
C 0.93006 0.94084 -0.76417
C 1.43896 0.43314 0.54896
O 2.59195 0.08855 0.68283
H -1.12116 -2.60167 0.79238
H -2.31400 0.53943 -0.89429
H 1.69139 1.41533 -1.38596
H 0.73246 0.42615 1.40044

---

Arrangement 2

Here is a molecular structure, C4H4N2O from the Open Molecules 2025 dataset. Energies are from the ωB97M-V functional and the def2-TZVPD basis.

Output
orbital gap: 0.3584 Eh
E_HOMO: -0.3370 Eh
lowest unoccupied orbital energy: 0.580 eV

Element x y z (Å)
N 2.37708 1.09131 0.84683
C 1.83735 0.25337 0.12744
C 1.00892 -0.45237 -0.60520
O 0.07817 -1.26242 0.03730
C -1.23522 -0.78266 -0.12428
C -1.40862 0.55165 0.49849
N -1.44588 1.60383 0.97927
H 0.87300 -0.21377 -1.65106
H 1.31828 1.42474 0.72116
H -1.50852 -0.70532 -1.18756
H -1.89456 -1.50838 0.35760

---

Arrangement 3

Here is C4H4N2O in the gas phase from the Open Molecules 2025 dataset. Energies are from the ωB97M-V functional and the def2-TZVPD basis.

Output
SMILES string: C#C/C=N\NC=O
orbital gap: 0.3282 Eh
E_HOMO: -0.3436 Eh
lowest unoccupied orbital energy: -0.420 eV

Element x y z (Å)
C 2.08398 -2.40485 -0.34066
C 1.20944 -1.62301 -0.79988
C -0.01120 -0.97442 -1.23804
N -0.71330 -0.00927 -0.66013
N -0.33731 0.42178 0.50306
C -0.62792 1.61764 1.15809
O -1.46663 2.51303 0.93772
H 2.93577 -2.78384 0.17570
H -0.33429 -1.34655 -2.24152
H 0.47993 -0.12166 0.87383
H 0.08007 1.56815 2.11275

---

Most stable: arrangement 1. Least stable: arrangement 2.